ORCA calculation (wB97M-V/def2-TZVPD) on a 6-piece molecular cluster, C33H57N4O20PS2 overall.

Highest occupied orbital energy: -9.35 eV
Structure (SMILES): [H]/N=C\Cc1cc(S(C)(=O)=O)c(CCO)c2nc(P(O)(O)=S)c(N)nc12.CCOC(=O)OC.CCOC(=O)OC.CCOC(=O)OC.CCOC(=O)OC.CCOC(=O)OC

Geometry as XYZ:
```
117
Properties=species:S:1:pos:R:3:forces:R:3
C 5.17454 -0.13598 -7.14454 0.0 0.0 -0.1
H -0.54159 -7.02075 -6.92592 0.1 0.0 0.0
O -5.94466 7.30570 2.73089 0.0 0.0 -0.1
O 3.77468 -1.02677 6.48019 0.4 0.2 -0.1
O -2.93525 2.21597 1.87866 0.1 -0.1 0.0
O -2.32629 3.64033 -5.53262 0.0 0.0 0.0
H -4.60064 6.56148 1.41621 0.0 0.1 0.0
C 0.62036 -4.00106 0.31962 0.2 -0.1 0.0
H 5.43707 -2.50448 4.18919 -0.1 0.1 0.0
C 4.45675 -2.05169 4.32352 0.4 0.0 0.0
O 6.46419 -2.96361 2.30024 0.0 0.1 0.0
H 4.84691 -3.26179 -2.68498 -0.1 0.0 -0.1
C 2.16269 -2.15526 3.30342 -0.4 0.2 -0.1
C -6.53533 7.12594 3.91043 0.1 0.2 0.1
C -0.98273 4.30612 -2.40031 0.0 0.0 0.1
H 2.05325 -5.76237 -2.05237 0.0 0.0 0.0
H -8.47570 7.07713 5.54666 0.1 0.0 0.0
C -0.92808 2.85463 -7.38278 0.0 -0.1 0.1
C -4.12003 2.53848 1.35152 0.0 0.0 0.0
H -0.73448 -4.15715 -5.85875 0.0 0.0 0.0
H -6.91086 9.62810 6.21698 0.0 0.0 0.0
C -2.00157 3.81584 -6.92273 0.0 0.1 -0.2
H -5.29213 5.33218 2.49784 0.0 0.0 0.1
H -1.75513 -4.86407 -7.11679 0.0 0.0 0.0
H -0.02427 -4.62468 -7.40831 0.0 0.0 0.0
C -2.69742 2.75635 3.18567 0.0 0.0 0.0
H 0.01529 3.04916 -6.87556 0.0 0.0 0.0
N -0.07245 -2.17393 2.40583 0.0 -0.1 0.1
H 5.27614 -0.95896 -1.82801 0.0 -0.1 0.0
H 4.36006 0.15622 -7.80021 0.0 0.0 0.0
C 5.74115 -5.28283 3.24311 0.2 -0.3 0.0
S -0.24627 -0.84495 7.32785 -0.1 0.2 -0.3
H -1.71590 4.85265 -7.09759 0.1 0.0 0.1
H 4.80741 -5.81235 3.41671 0.0 0.0 0.0
O 0.21293 -5.32137 -3.72515 -0.1 -0.1 0.1
O 2.32805 -6.01419 -4.09404 0.0 -0.1 0.0
H -2.61094 3.84084 3.14557 -0.1 0.0 0.0
O 6.63555 -1.35473 -5.31023 0.0 -0.1 -0.1
N -0.39540 -5.69712 1.83603 0.1 0.0 -0.1
H 3.26730 -4.55924 0.53915 0.0 0.0 0.0
H 5.68140 0.74895 -6.76359 0.0 0.0 0.0
C 5.53390 -2.59482 -3.20203 0.1 -0.2 0.2
N -1.76672 -0.95855 3.46494 0.1 -0.1 -0.4
O -0.44865 4.76037 -4.95168 0.0 0.0 0.0
H -4.49373 3.83797 -1.78711 0.0 0.0 -0.1
H 6.32413 -3.20446 -3.63909 0.0 0.1 -0.1
H -6.26594 2.13537 0.04935 0.1 0.1 0.1
O 4.74582 -2.00260 -4.24958 -0.1 0.0 0.0
C 6.08183 -1.57130 -2.23564 0.0 0.1 0.0
H 1.57607 1.34532 6.73941 0.1 0.0 -0.1
C -4.91987 6.34974 2.43343 0.1 0.0 -0.1
C 4.02028 -2.23849 5.78890 -0.4 0.2 0.0
O 0.83994 -6.41283 -5.60456 0.0 0.0 0.0
C -0.41658 -1.34642 3.34482 0.0 0.1 0.3
H -2.31454 -1.58210 2.87924 0.0 0.0 0.0
H -0.26144 -4.94999 2.52176 0.0 0.0 0.0
C -5.38106 3.69682 -1.16773 0.2 0.1 0.0
C -8.12478 8.08686 5.33533 -0.2 0.0 0.2
C 1.61054 -3.49941 1.33934 -0.3 -0.1 -0.3
C -0.76707 -4.89613 -6.65757 0.1 0.1 0.1
P 0.14589 0.15817 5.73762 0.0 -0.5 0.7
H -0.05357 3.73985 -2.43024 0.0 0.0 0.0
C 5.43724 -1.41247 -5.22101 0.0 0.2 0.1
H -1.22523 1.82595 -7.17596 0.0 0.0 0.0
O -6.28004 6.25399 4.70008 0.0 -0.1 0.0
C 3.85166 -3.42764 2.26959 0.0 -0.5 -0.5
O -7.43376 8.09636 4.07564 0.0 0.0 -0.1
C 1.21883 -2.60802 2.35658 0.0 0.3 0.4
O -1.86557 3.86914 -3.43797 0.0 0.0 0.0
H -8.99154 8.72411 5.17178 0.0 0.0 -0.1
C 3.51011 -2.58105 3.28161 0.1 0.2 0.4
H 6.45769 -5.95900 2.77373 0.0 0.0 0.1
H 4.61026 -0.98770 4.11682 0.0 0.0 0.1
C 2.91266 -3.89344 1.31373 0.4 0.1 0.1
H -2.93766 3.62532 -7.44356 0.0 0.0 0.1
H -0.18505 -3.27547 0.19510 0.0 0.0 0.0
O -4.19737 2.00233 0.14096 0.1 0.0 0.0
H -0.08043 -6.06532 -0.11833 0.0 0.1 0.0
H 3.72146 -5.68460 -2.66064 0.0 0.0 -0.1
H -4.07843 6.48251 3.11371 0.0 0.0 0.0
C -1.44671 4.14914 -4.67340 0.0 0.0 0.0
O 4.56884 -0.86369 -6.07264 0.0 -0.1 0.0
N 1.79149 -1.26289 4.26015 -0.1 0.0 -0.1
H -7.85558 8.68078 7.37783 0.0 0.0 0.0
H -1.50463 4.10998 -1.46799 0.0 0.0 0.0
H 1.12974 -4.10384 -0.63898 -0.1 0.0 0.0
H -1.90462 -0.02457 3.08501 0.0 0.1 0.3
H -0.77082 2.96292 -8.45591 0.0 0.0 0.0
H 5.88426 -0.76016 -7.68264 0.0 0.0 0.0
H -6.40812 7.98635 6.63888 0.0 0.0 0.0
H 3.33923 -0.42392 5.86540 -0.2 -0.2 0.0
H 4.81751 -2.73727 6.33790 -0.1 -0.1 0.1
C -7.26964 8.62736 6.46020 0.1 0.0 -0.1
O -0.99550 1.16575 5.25588 -0.1 0.1 0.0
H -6.26300 3.86057 -1.78626 0.0 0.0 0.0
H -3.50112 2.48192 3.86744 0.0 0.0 0.0
H 6.16915 -4.87298 4.15413 -0.2 0.1 0.0
O 5.55544 -4.65254 0.74080 -0.2 0.0 0.1
C 1.03932 -5.87134 -4.40780 0.1 0.2 -0.2
H 6.80265 -0.90915 -2.71255 0.0 -0.1 0.0
C 0.01608 -5.34189 0.69491 -0.1 0.0 0.1
H -5.42132 1.55715 -1.38884 0.1 0.0 0.0
C 2.69111 -5.40234 -2.85755 0.1 0.0 0.1
O -4.96312 3.19847 1.90157 0.0 -0.1 0.0
H -1.86744 0.81929 5.49694 0.0 0.0 0.0
H -5.37352 4.44734 -0.37832 -0.1 0.0 0.0
C -0.49444 -6.28552 -6.12540 -0.2 -0.1 -0.1
H 6.57611 -2.09288 -1.41558 0.0 0.0 0.0
O 1.42575 1.10495 5.81163 -0.1 0.1 0.0
S 5.51727 -4.01284 2.03513 0.3 0.0 -0.5
H 3.11605 -2.85385 5.83559 0.1 -0.2 0.0
H 2.61324 -4.31808 -2.93692 -0.1 0.0 0.0
C 0.55152 -0.87882 4.30586 0.0 0.2 -0.3
H -1.76195 2.32443 3.51849 0.0 0.1 -0.1
H -1.21040 -6.57003 -5.35488 0.0 0.1 0.1
C -5.40167 2.29883 -0.59360 -0.2 0.0 -0.2
H -0.76903 5.36819 -2.49606 0.0 0.0 0.0
```
Positions in Å, forces in eV/Å.

---

ORCA calculation (wB97M-V/def2-TZVPD) on one molecule with the formula C13H17Cl2N3O2P2.

Highest occupied orbital energy: -8.43 eV
Structure (SMILES): COCc1c(C[C@@H](C)Cl)c([PH2]=N)c(P(O)Cl)c2nccnc12

Geometry as XYZ:
```
39
Properties=species:S:1:pos:R:3:forces:R:3
C 2.57145 0.99207 -2.26293 0.0 0.4 -0.4
H -2.08600 0.19334 3.38651 -0.1 -0.1 0.3
C -0.07041 0.29630 1.27609 0.1 0.1 -0.3
H -0.74441 2.70924 2.10356 0.5 0.0 0.0
O 1.31325 1.31812 -2.83019 -0.1 -0.1 0.1
H 0.75463 1.62648 3.31967 0.1 0.2 -0.2
H 0.34137 -0.43691 -3.25068 0.1 -0.3 0.1
C 0.53328 -1.46268 -0.84787 0.0 0.5 -0.1
H 0.23632 2.56223 -1.23666 0.1 0.0 -0.1
C 0.52987 -1.92563 0.47982 0.0 0.0 0.4
C 0.24266 -0.09729 -1.11129 -0.1 0.2 0.0
H -0.65419 0.90082 -2.75617 -0.1 0.2 -0.1
H -2.01567 2.22590 -1.89516 0.1 0.1 -0.2
Cl 2.28305 -1.07533 3.74716 0.0 -0.1 -0.2
N 0.83226 -2.28564 -1.89809 -0.1 0.1 0.4
C -0.39977 2.20576 -0.43472 -0.5 0.2 -0.1
H -2.65677 1.50456 0.97374 -0.1 0.0 0.2
C 1.07992 -3.51828 -1.58279 0.1 -0.2 -0.4
C 1.06797 -3.99477 -0.25678 0.1 -0.1 0.1
P -0.48558 1.45627 2.67020 -0.8 -0.5 0.6
C -2.88371 1.55951 -0.08613 0.2 0.3 -0.3
H 1.30793 -4.20933 -2.38229 0.0 0.0 -0.2
N 0.81464 -3.23082 0.75859 -0.2 0.1 -0.2
Cl -2.27706 4.15220 -0.62588 0.1 0.2 0.0
H -0.34637 -3.59349 3.11914 0.0 -0.1 -0.1
C 0.27659 0.38480 -2.54704 0.0 0.2 0.0
H 2.68667 1.48637 -1.29781 0.0 -0.2 0.2
N -1.67150 1.08208 3.62823 0.2 0.0 -0.6
H 3.33177 1.39475 -2.92587 0.1 0.1 -0.1
P 0.30079 -1.53425 3.36212 -0.1 0.2 0.2
O 0.46594 -3.14926 3.38227 0.1 0.1 0.3
H -3.87001 1.98579 -0.22672 -0.2 0.0 0.1
H -0.23954 2.86938 0.39674 0.3 0.1 0.2
H -2.89048 0.56505 -0.52523 0.1 -0.2 0.1
C -1.87349 2.41918 -0.83913 -0.2 -0.5 0.1
C 0.24475 -1.03561 1.55993 0.1 0.4 -0.2
H 1.28613 -5.03728 -0.07116 0.0 -0.1 0.1
C -0.06960 0.77695 -0.08304 0.2 -0.6 0.0
H 2.73333 -0.08060 -2.19017 -0.1 -0.2 0.1
```
Positions in Å, forces in eV/Å.

---

ORCA calculation (wB97M-V/def2-TZVPD) on one molecule with the formula C23H25N3O3S.

Highest occupied orbital energy: -8.22 eV
Structure (SMILES): O=C(Nc1ccccc1)N1CCC(C(=O)N(Cc2ccco2)Cc2cccs2)CC1
Energy relative to the best compared isomer or geometry (same formula, charge and spin): 113.1 kJ/mol

Geometry as XYZ:
```
55
Properties=species:S:1:pos:R:3:forces:R:3
H 5.69976 5.48543 -1.42118 0.1 0.0 0.0
H 1.03732 3.52566 0.42488 0.1 -0.1 0.0
C 0.22493 -1.00696 0.76609 0.0 -0.1 0.2
H -1.79765 -0.83516 -0.86669 -0.1 0.0 0.0
C 0.52469 -2.43721 -3.55029 0.0 -0.6 -0.7
H -0.21251 -4.02054 -4.85274 0.1 -0.1 -0.2
C 2.69300 4.42954 -0.31021 0.3 0.2 -0.2
C 2.56334 2.22013 0.84210 -0.3 0.0 0.1
H -0.01481 1.71948 0.11440 0.0 0.0 0.1
H 1.93914 7.50279 -1.51491 0.0 0.1 0.0
C -5.36654 -3.09688 2.35482 -0.2 0.0 0.0
H 0.87981 5.57198 -0.43263 -0.1 0.0 0.0
H -5.83469 -2.82426 3.28354 -0.1 0.0 0.1
C 2.53660 6.63958 -1.25965 0.0 0.0 0.0
H 3.19130 0.21336 2.05852 -0.2 0.0 0.1
H 4.35915 7.47251 -2.01541 0.0 0.1 0.0
H -0.48487 -0.04800 2.55717 -0.1 0.0 0.0
H 1.72976 -1.95874 1.98429 0.0 0.0 -0.1
C -3.97600 -3.29804 2.20537 0.2 -0.1 -0.2
C -0.34182 -3.37974 -4.00547 0.5 0.3 0.1
H -3.00406 -2.09422 -1.16426 0.1 0.1 0.0
H -0.20294 2.25452 1.80845 0.0 0.0 -0.1
C 0.20546 1.46327 1.15989 -0.3 0.2 0.0
O 0.02910 -1.82335 -2.46344 0.0 0.3 0.4
C 4.64163 5.50768 -1.20589 -0.1 0.1 0.0
C -0.49269 0.14200 1.48387 0.1 0.1 -0.2
H -1.53698 0.21074 1.17089 0.0 0.0 0.1
N 2.02221 3.36152 0.28789 -0.5 -0.1 0.1
H -7.10387 -3.21392 1.02208 -0.2 0.0 0.0
C -0.53764 -2.29996 1.04309 0.1 0.3 -0.3
O -0.28274 -2.99088 2.01119 0.1 -0.1 0.4
N 1.63791 1.34103 1.33359 -0.1 -0.1 0.0
C 1.66772 -1.11892 1.29012 0.1 0.1 0.1
H 1.48664 -2.11671 -3.89726 0.1 0.1 0.0
C -2.24509 -3.88930 0.41492 0.2 0.0 0.2
H -1.66113 -4.44613 1.15301 -0.1 0.0 -0.2
C 2.10323 0.15274 2.01897 0.3 -0.3 0.0
O 3.75604 1.99977 0.90890 0.5 0.1 -0.1
C 4.05483 4.41385 -0.59693 0.1 -0.2 0.1
H -3.26092 -3.19564 3.00158 0.2 0.0 0.1
S -5.00957 -3.72405 -0.09871 0.2 0.0 0.6
C -1.45346 -3.34076 -3.12809 0.0 0.5 0.5
H -2.33924 -3.94013 -3.18488 -0.2 -0.1 0.0
C -3.62023 -3.64878 0.94011 -0.4 -0.1 -0.2
H 4.64118 3.55090 -0.33176 0.0 0.0 0.0
C 3.89240 6.62275 -1.54043 0.1 0.1 -0.1
C -1.17937 -2.37305 -2.20659 -0.8 -0.5 -0.2
H -2.27857 -4.44723 -0.52468 0.1 0.0 0.1
N -1.54114 -2.63083 0.19238 -0.3 -0.3 -0.1
H 2.34057 -1.31319 0.45477 0.0 0.0 0.0
C 1.94001 5.55330 -0.65025 0.0 -0.1 0.1
H 1.71876 0.15905 3.04449 0.1 0.0 0.0
C -1.93855 -1.90741 -1.00450 0.5 0.1 -0.2
C -6.04990 -3.29226 1.19981 0.0 -0.1 -0.4
H 0.25048 -0.80130 -0.30436 0.0 0.0 0.1
```
Positions in Å, forces in eV/Å.

---

Number 1: lowest unoccupied orbital energy -1.140 eV. Number 2: lowest unoccupied orbital energy -1.137 eV. Number 3: lowest unoccupied orbital energy 0.448 eV.